1.
Below is 2 unconnected molecules or ions with the total composition C7H15N in a non-equilibrium geometry, with properties calculated with the ωB97M-V functional and the def2-TZVPD basis.

Structure (XYZ):
```
23
Properties=species:S:1:pos:R:3:forces:R:3:mulliken_charge:R:1
H 2.867 1.115 -0.853 -0.9 0.6 0.1 0.25
N 2.506 0.503 -0.123 0.0 -1.0 0.1 -0.71
C 1.615 -0.324 -0.529 2.2 -0.5 -2.3 0.20
C 1.595 -1.731 0.000 -1.2 0.5 1.0 -0.96
H 1.160 -0.285 -1.559 0.5 0.3 0.8 0.35
H 2.207 -2.369 -0.636 0.1 0.2 -0.1 0.35
H 1.958 -1.749 1.024 0.2 -0.1 0.0 0.31
H 0.580 -2.127 -0.020 -0.1 -0.2 0.0 0.21
C -1.961 -1.003 -0.961 0.3 -0.1 0.0 -1.38
C -1.160 0.251 -0.839 0.4 0.6 1.5 -0.55
C -0.505 0.729 0.260 -3.3 0.6 -0.6 1.34
C -0.661 0.140 1.641 0.8 -0.4 -0.3 -1.39
C -0.175 2.203 0.310 0.8 -0.4 -0.2 -1.58
H -3.017 -0.756 -1.102 0.0 0.0 0.0 0.38
H -1.641 -1.578 -1.831 -0.1 -0.1 -0.1 0.32
H -1.884 -1.644 -0.087 0.0 0.0 0.0 0.32
H -1.208 0.893 -1.712 0.2 0.1 -0.1 0.38
H 0.320 0.113 2.117 0.1 0.0 0.2 0.33
H -1.051 -0.873 1.639 -0.1 0.0 0.0 0.31
H -1.302 0.770 2.259 -0.1 0.1 -0.1 0.38
H 0.762 2.351 0.846 0.2 0.1 0.1 0.39
H -0.057 2.615 -0.689 -0.1 0.1 -0.1 0.35
H -0.947 2.758 0.846 -0.1 -0.1 0.0 0.39
```
Positions in Å, forces in eV/Å.

Summary:
orbital gap	9.6	eV
ΔE to the lowest compared entry with this formula, charge and spin	45.2	kcal/mol
calculated total energy	-8990.529	eV
HOMO energy	-0.317	Eh
lowest unoccupied orbital energy	0.962	eV
structure (SMILES)	[H]/N=C/C.CC=C(C)C

***

2.
Below is a molecular structure, C29H32AuFN5O4, with properties calculated with the ωB97M-V functional and the def2-TZVPD basis.

Structure (XYZ):
```
72
Properties=species:S:1:pos:R:3:forces:R:3:mulliken_charge:R:1
Au -0.042 0.150 0.043 0.2 0.5 0.2 1.03
C -4.132 -1.964 6.063 0.0 0.0 -0.1 -0.98
C -2.649 -2.297 6.157 -0.1 0.0 -0.2 -1.06
N -1.969 -2.242 4.858 0.0 0.0 0.1 0.24
C -1.364 -1.079 4.488 -0.1 -0.1 0.2 -0.23
C -0.711 -0.854 3.323 0.0 0.0 -0.1 0.10
C -0.164 0.569 3.177 0.0 0.2 0.0 0.21
O 0.167 1.124 4.218 -0.1 0.0 -0.4 -0.69
O -0.195 1.120 2.011 0.0 -0.3 0.1 -0.93
C -0.569 -1.946 2.391 0.0 0.1 0.0 1.29
O 0.121 -1.936 1.372 0.0 -0.3 0.1 -0.94
C -1.318 -3.177 2.752 0.1 0.1 0.0 0.16
C -1.338 -4.239 1.853 0.1 0.1 -0.2 -0.96
C -1.994 -5.394 2.161 0.0 -0.1 0.0 0.89
F -1.960 -6.421 1.276 0.0 -0.1 0.0 -0.36
C -2.674 -5.554 3.371 -0.1 0.0 0.0 -1.26
C -2.668 -4.495 4.261 -0.2 -0.1 0.1 -0.59
C -1.988 -3.305 3.976 0.0 0.1 0.1 0.25
N -3.370 -6.748 3.748 0.1 -0.1 0.1 0.23
C -3.893 -7.617 2.705 0.1 0.1 0.1 -0.63
C -4.954 -8.525 3.293 0.1 0.0 0.0 -0.96
N -4.329 -9.335 4.403 0.0 0.3 0.0 -0.15
C -3.746 -8.434 5.464 0.0 0.0 -0.1 -0.69
C -2.732 -7.521 4.807 0.0 0.0 -0.3 -0.51
H -4.589 -1.986 7.055 0.0 0.0 -0.1 0.38
H -4.662 -2.672 5.420 0.0 0.1 0.0 0.29
H -4.268 -0.963 5.647 0.0 -0.1 0.0 0.33
H -2.492 -3.283 6.589 0.0 -0.1 0.0 0.44
H -2.143 -1.591 6.809 0.0 0.1 0.0 0.48
H -1.405 -0.277 5.214 0.0 0.0 0.0 0.45
H -0.800 -4.137 0.917 0.0 0.0 0.1 0.59
H -3.245 -4.597 5.173 0.1 0.0 -0.1 0.61
H -3.114 -8.230 2.231 0.0 0.0 0.0 0.44
H -4.357 -7.025 1.923 0.0 0.1 -0.1 0.51
H -5.351 -9.215 2.553 0.0 -0.1 0.0 0.43
H -5.763 -7.951 3.736 -0.1 0.0 0.1 0.37
H -3.576 -9.895 4.007 0.1 -0.1 -0.1 0.39
H -5.001 -9.981 4.805 -0.1 -0.1 0.1 0.34
H -3.302 -9.055 6.238 0.0 -0.1 0.0 0.39
H -4.570 -7.860 5.876 -0.1 0.0 0.0 0.36
H -1.895 -8.126 4.417 0.0 0.0 0.0 0.22
H -2.323 -6.860 5.564 0.0 0.1 0.0 0.47
C 0.792 -1.441 -3.934 0.0 0.0 -0.1 -1.45
C 0.364 -0.290 -3.065 0.0 0.1 -0.2 0.92
O 0.852 -0.200 -1.948 0.0 -0.2 0.2 -0.72
C -0.619 0.694 -3.579 -0.1 0.0 0.0 0.51
C -1.008 1.771 -2.781 0.0 0.0 0.0 -0.29
C -1.954 2.672 -3.235 0.0 0.0 0.0 -0.74
C -2.524 2.506 -4.493 0.0 0.0 0.0 -0.47
C -2.132 1.447 -5.301 0.0 0.0 0.0 -0.74
C -1.183 0.546 -4.846 0.0 0.0 -0.1 -0.35
H 1.454 -2.085 -3.364 0.0 0.0 0.0 0.38
H 1.313 -1.076 -4.821 0.0 0.0 0.0 0.39
H -0.078 -2.012 -4.272 0.1 0.0 0.0 0.39
H -0.566 1.890 -1.798 0.0 0.0 0.0 0.47
H -2.248 3.504 -2.606 0.0 0.0 0.0 0.44
H -3.271 3.207 -4.846 0.0 0.0 0.0 0.42
H -2.566 1.323 -6.285 0.0 0.0 0.0 0.41
H -0.883 -0.272 -5.490 0.0 0.0 0.1 0.36
N -3.006 1.505 1.169 -0.1 -0.2 -0.2 -0.31
C -3.358 0.863 0.020 0.1 0.1 0.0 0.68
C -4.603 1.105 -0.599 0.0 0.1 0.1 -0.85
C -4.929 0.423 -1.742 0.0 0.0 -0.1 -0.36
C -4.032 -0.511 -2.269 0.0 0.0 -0.1 -0.85
C -2.843 -0.684 -1.603 0.1 -0.1 0.1 -0.51
N -2.489 -0.018 -0.493 -0.3 -0.1 -0.1 0.19
H -3.545 2.303 1.448 0.0 0.1 0.0 0.22
H -2.046 1.446 1.501 0.0 0.0 0.0 0.13
H -5.281 1.827 -0.160 0.0 0.0 0.0 0.36
H -5.877 0.608 -2.234 0.0 0.0 0.0 0.40
H -4.251 -1.067 -3.172 0.0 0.0 0.1 0.47
H -2.107 -1.401 -1.965 -0.1 0.1 0.0 0.51
```
Positions in Å, forces in eV/Å.

Summary:
orbital gap	6.2	eV
net charge	+1
calculated total energy	-52636.757	eV
HOMO energy	-0.345	Eh
lowest unoccupied orbital energy	-3.209	eV